Formula: C2H5BrClN
Source: the OMol25 dataset
Level of theory: ωB97M-V/def2-TZVPD

Each line ends with the Mulliken charge.
Element x y z (Å)
C: 1.05714 0.53504 -0.03562  -0.918
C: -0.03948 -0.13613 0.69670  -0.243
N: -1.28516 -0.88091 -0.29678  -0.221
Cl: -2.56743 0.23765 -0.28705  -0.057
Br: -0.82001 -1.27276 -2.15797  -0.039
H: 1.65721 -0.13137 -0.73743  0.292
H: 0.61672 1.31244 -0.66577  0.302
H: 1.76494 0.84299 0.84620  0.287
H: 0.28450 -1.02842 1.21074  0.258
H: -0.66843 0.52147 1.42698  0.339

Cartesian forces (eV/Å) of the 2 atoms listed first:
C 1.465 -0.230 0.333
C -3.045 -1.230 -0.580

Molecular weight ... 158.4 g/mol
Highest occupied orbital energy ... -0.337 hartree
E_LUMO ... -0.28 eV
Frontier orbital gap ... 8.9 eV